Entry 1:
Entry from OMol25: 2 unconnected molecules or ions with the total composition C3H6I2Si at a distorted geometry (ωB97M-V/def2-TZVPD).

The calculated total energy comes out at -1002.72634 a.u. As for the net charge: 0. For the HOMO-LUMO gap, the calculation gives 7.50 eV. The calculation puts the LUMO energy at -0.86 eV. The value obtained for the energy above the lowest of the compared OMol25 structures with the same formula, charge and spin is 3.704 eV.

Last column: Mulliken charge in e.
Element x y z (Å)
C  1.054  -1.424  1.468  -0.597
C  0.877  -1.248  0.185  -0.060
C  -2.260  1.441  -1.052  -0.873
Si  1.971  -0.177  -0.991  0.136
I  4.217  -0.138  0.132  -0.170
I  -0.718  2.142  0.296  0.019
H  0.475  -2.040  2.081  0.281
H  1.919  -1.057  2.092  0.110
H  -0.044  -1.706  -0.412  0.256
H  -3.098  1.974  -0.738  0.329
H  -2.084  1.876  -1.983  0.316
H  -2.309  0.356  -1.077  0.254


Entry 2:
Entry from OMol25: a molecular structure, C3H6IMgO at a distorted geometry (ωB97M-V/def2-TZVPD).

The calculated total energy comes out at -690.66492 a.u. As for the net charge: +1. For the HOMO-LUMO gap, the calculation gives 4.04 eV. The calculation puts the LUMO energy at -7.81 eV. The value obtained for the energy above the lowest of the compared OMol25 structures with the same formula, charge and spin is 0.000 eV.

Last column: Mulliken charge in e.
Element x y z (Å)
Mg  -1.583  -1.976  -4.391  0.795
I  -1.822  0.020  -2.759  0.210
C  0.262  1.414  0.361  -0.837
C  0.976  0.162  0.772  0.782
O  2.177  0.129  0.806  -0.528
C  0.096  -1.026  1.081  -0.927
H  -0.716  1.546  0.821  0.330
H  0.146  1.389  -0.730  0.050
H  0.886  2.281  0.576  0.328
H  -0.634  -1.161  0.275  0.194
H  -0.470  -0.844  1.995  0.299
H  0.682  -1.934  1.194  0.304


Entry 3:
Entry from OMol25: C3H6IN in the gas phase at a distorted geometry (ωB97M-V/def2-TZVPD).

The calculated total energy comes out at -470.32000 a.u. As for the net charge: 0. For the HOMO-LUMO gap, the calculation gives 9.86 eV. The calculation puts the LUMO energy at 0.53 eV. The value obtained for the energy above the lowest of the compared OMol25 structures with the same formula, charge and spin is 0.077 eV.

Last column: Mulliken charge in e.
Element x y z (Å)
C  0.339  0.541  1.760  -0.572
N  0.079  0.631  0.368  -0.380
C  -0.024  -0.311  -0.412  0.372
C  -0.355  -0.043  -1.950  -0.824
I  0.163  -2.414  0.239  -0.073
H  0.311  -0.570  2.148  0.144
H  -0.391  1.019  2.407  0.241
H  1.315  1.087  2.052  0.221
H  0.263  0.790  -2.113  0.297
H  -0.269  -0.967  -2.585  0.321
H  -1.432  0.238  -1.914  0.253


- What is the LUMO in the first record?
  -0.86 eV